Entry 1:
C65H178N20O20 | ωB97M-V/def2-TZVPD

Structure (ORCA input):
```
! wB97M-V def2-TZVPD RIJCOSX def2/J DEFGRID3
* xyz 0 1
C -0.739 7.839 -4.195
O -1.068 8.323 -3.124
N 0.327 7.144 -4.442
N -1.488 7.939 -5.274
H 0.994 7.034 -3.691
H 0.481 6.673 -5.322
H -2.439 8.257 -5.152
H -1.256 7.572 -6.186
C 10.924 4.700 -3.202
O 10.001 4.861 -2.461
N 11.150 5.536 -4.161
N 11.759 3.730 -3.237
H 10.648 6.384 -4.385
H 11.980 5.443 -4.730
H 12.479 3.699 -3.944
H 11.521 3.043 -2.536
C 5.031 8.141 -0.804
O 4.496 7.166 -1.261
N 4.559 9.358 -0.716
N 6.167 8.118 -0.217
H 4.960 10.112 -0.176
H 3.642 9.567 -1.083
H 6.592 8.896 0.266
H 6.725 7.280 -0.307
C 3.766 0.989 -5.263
O 3.463 -0.065 -6.168
C 2.808 -1.133 -5.550
C 3.084 -2.433 -6.341
N 2.553 -3.530 -5.575
C 1.123 -3.695 -5.733
C 0.546 -4.670 -4.798
O 0.993 -6.022 -4.979
C 0.834 -6.635 -6.231
H 2.997 1.042 -4.493
H 3.714 1.990 -5.692
H 4.689 0.807 -4.713
H 1.757 -0.845 -5.531
H 3.306 -1.283 -4.593
H 4.166 -2.568 -6.313
H 2.715 -2.505 -7.364
H 3.051 -4.405 -5.649
H 0.713 -3.968 -6.705
H 0.681 -2.745 -5.435
H -0.542 -4.737 -4.816
H 0.816 -4.563 -3.747
H 1.162 -7.665 -6.090
H 1.540 -6.164 -6.915
H -0.182 -6.620 -6.623
C 4.252 2.123 0.793
O 3.031 1.643 1.306
C 2.094 2.676 1.594
C 0.654 2.234 1.858
N -0.040 1.767 0.671
C -0.208 2.805 -0.347
C -0.878 2.127 -1.527
O -2.295 1.895 -1.414
C -2.749 1.086 -0.355
H 4.832 1.269 0.443
H 4.897 2.423 1.619
H 4.168 2.882 0.015
H 2.209 3.489 0.877
H 2.522 3.011 2.538
H 0.105 3.022 2.374
H 0.598 1.398 2.555
H 0.422 0.924 0.359
H 0.795 3.147 -0.601
H -0.784 3.611 0.108
H -0.389 1.194 -1.808
H -0.707 2.720 -2.425
H -2.507 1.630 0.558
H -2.247 0.119 -0.347
H -3.833 1.015 -0.447
C -14.612 -3.521 -1.065
O -16.022 -3.330 -0.892
C -16.406 -1.967 -1.135
C -16.367 -1.576 -2.641
N -16.925 -0.274 -3.097
C -16.444 0.847 -2.250
C -14.959 1.211 -2.336
O -14.063 0.196 -1.897
C -12.675 0.501 -1.992
H -14.625 -4.606 -1.174
H -13.982 -3.296 -0.204
H -14.292 -3.216 -2.062
H -15.692 -1.324 -0.621
H -17.320 -1.796 -0.565
H -16.938 -2.324 -3.191
H -15.317 -1.671 -2.916
H -16.574 -0.028 -4.011
H -16.748 0.647 -1.223
H -16.871 1.790 -2.590
H -14.893 2.145 -1.779
H -14.819 1.427 -3.395
H -11.983 -0.341 -2.030
H -12.323 1.090 -1.145
H -12.445 0.999 -2.934
C -0.727 -10.702 -1.485
C -2.071 -10.003 -1.074
C -1.773 -8.896 -0.073
O -2.924 -8.179 0.233
C -2.711 -6.999 1.025
N -2.546 -9.518 -2.333
H 0.063 -10.025 -1.809
H -0.789 -11.223 -2.441
H -0.378 -11.317 -0.655
H -2.885 -10.666 -0.782
H -0.972 -8.266 -0.459
H -1.309 -9.349 0.803
H -1.667 -6.788 1.255
H -3.210 -7.139 1.984
H -3.076 -6.169 0.420
H -3.170 -8.764 -2.083
H -1.757 -8.994 -2.684
C -0.905 10.384 2.996
C -2.176 9.854 3.729
C -2.257 8.331 3.767
O -3.382 7.982 4.659
C -3.507 6.594 4.900
N -2.172 10.388 5.096
H -0.872 11.453 2.786
H -0.961 9.919 2.012
H 0.000 10.242 3.587
H -3.064 10.327 3.309
H -1.376 7.826 4.164
H -2.354 7.999 2.733
H -2.566 6.212 5.296
H -3.682 6.047 3.973
H -4.250 6.433 5.682
H -1.368 10.120 5.645
H -2.796 9.648 5.383
C -4.411 -1.691 -8.629
C -3.071 -1.028 -8.911
C -2.377 -1.684 -10.059
O -3.247 -1.623 -11.231
C -2.694 -2.177 -12.355
N -3.225 0.383 -9.111
H -5.123 -1.405 -9.402
H -4.808 -1.306 -7.690
H -4.363 -2.779 -8.578
H -2.492 -1.099 -7.990
H -2.300 -2.744 -9.819
H -1.369 -1.297 -10.209
H -2.029 -3.028 -12.209
H -2.109 -1.404 -12.852
H -3.383 -2.599 -13.087
H -3.901 0.470 -9.857
H -3.749 0.779 -8.345
C -8.061 5.265 -6.129
C -6.688 4.941 -5.581
C -6.563 5.673 -4.141
O -6.672 7.047 -4.390
C -6.427 7.779 -3.251
N -6.521 3.537 -5.458
H -8.171 6.349 -6.143
H -8.904 4.839 -5.585
H -8.148 4.960 -7.172
H -5.989 5.394 -6.283
H -5.554 5.504 -3.762
H -7.257 5.224 -3.431
H -7.213 7.531 -2.538
H -6.585 8.823 -3.522
H -5.466 7.574 -2.779
H -7.310 3.005 -5.120
H -5.826 3.499 -4.727
C -2.638 -2.128 7.421
C -2.858 -2.675 8.862
C -4.109 -2.250 9.728
O -3.774 -2.693 11.060
C -4.740 -2.229 12.025
N -2.918 -4.155 8.725
H -2.742 -1.043 7.399
H -3.223 -2.662 6.671
H -1.592 -2.385 7.255
H -1.929 -2.459 9.391
H -5.077 -2.540 9.319
H -4.083 -1.165 9.826
H -5.711 -2.272 11.532
H -4.475 -1.205 12.290
H -4.716 -2.683 13.016
H -3.508 -4.608 9.407
H -3.409 -4.398 7.877
C 16.359 -0.758 4.062
C 15.478 0.234 4.927
C 13.953 0.055 4.793
O 13.817 0.391 3.435
C 12.918 -0.376 2.624
N 15.996 0.123 6.311
H 16.124 -1.819 4.147
H 17.401 -0.652 4.364
H 16.416 -0.589 2.986
H 15.687 1.259 4.623
H 13.274 0.750 5.286
H 13.585 -0.925 5.097
H 13.074 -1.451 2.714
H 13.198 -0.051 1.622
H 11.862 -0.181 2.811
H 15.303 0.493 6.946
H 15.996 -0.860 6.544
C 3.717 7.463 5.742
C 2.972 7.701 7.008
C 2.394 6.370 7.525
O 1.680 6.639 8.728
C 1.075 5.556 9.356
N 4.012 8.259 7.923
H 3.110 6.937 5.004
H 4.517 6.743 5.916
H 4.032 8.365 5.218
H 2.236 8.475 6.790
H 3.219 5.676 7.686
H 1.740 5.851 6.824
H 1.745 4.713 9.525
H 0.257 5.190 8.736
H 0.816 5.947 10.340
H 3.544 8.477 8.791
H 4.297 9.167 7.585
C 2.800 -1.533 11.440
C 3.619 -1.785 10.088
C 4.529 -0.597 9.781
O 5.175 -0.769 8.514
C 5.849 0.390 7.935
N 4.333 -3.022 10.071
H 1.935 -2.160 11.656
H 2.299 -0.581 11.611
H 3.413 -1.829 12.291
H 2.934 -1.888 9.246
H 5.310 -0.361 10.504
H 3.809 0.220 9.831
H 6.645 0.556 8.661
H 5.223 1.282 7.968
H 6.358 0.024 7.043
H 5.085 -2.925 10.739
H 4.770 -3.077 9.162
C 4.467 -4.096 0.505
C 3.093 -3.938 0.966
C 2.901 -3.918 2.508
O 3.176 -5.249 2.974
C 2.916 -5.469 4.391
N 2.491 -2.776 0.445
H 4.570 -4.121 -0.580
H 4.910 -5.038 0.828
H 5.179 -3.317 0.779
H 2.575 -4.781 0.510
H 1.858 -3.699 2.734
H 3.533 -3.136 2.929
H 3.606 -4.883 4.998
H 3.086 -6.505 4.681
H 1.940 -5.083 4.685
H 2.677 -2.826 -0.546
H 2.953 -1.952 0.803
C 12.780 -4.677 -2.158
C 12.738 -4.609 -3.668
C 12.095 -3.267 -4.140
O 10.744 -3.144 -3.707
C 10.127 -1.864 -3.597
N 14.086 -4.737 -4.244
H 11.836 -4.581 -1.621
H 13.401 -3.871 -1.770
H 13.199 -5.600 -1.756
H 12.244 -5.501 -4.052
H 12.165 -3.201 -5.226
H 12.664 -2.398 -3.810
H 10.481 -1.298 -2.735
H 9.047 -1.795 -3.468
H 10.250 -1.294 -4.519
H 14.469 -5.600 -3.885
H 14.136 -4.935 -5.233
C -8.565 -5.084 -3.411
C -8.172 -6.513 -3.683
C -9.247 -7.248 -4.477
O -10.371 -7.483 -3.530
C -11.576 -7.980 -4.117
N -6.972 -6.487 -4.469
H -9.467 -5.081 -2.798
H -8.743 -4.475 -4.297
H -7.836 -4.559 -2.794
H -8.064 -6.941 -2.686
H -8.889 -8.245 -4.732
H -9.483 -6.705 -5.392
H -11.352 -9.021 -4.348
H -11.977 -7.367 -4.924
H -12.402 -8.118 -3.420
H -7.207 -6.315 -5.436
H -6.706 -7.443 -4.656
*
```

Gap between HOMO and LUMO ... 0.3180 Ha
E_HOMO ... -8.58 eV
Maximum force ... 6.724 eV Å⁻¹

Mulliken atomic charge list, values in e, 99 entries: atom 1 (C): 0.686, atom 2 (O): -0.673, atom 3 (N): -0.373, atom 4 (N): -0.396, atom 5 (H): 0.216, atom 6 (H): 0.166, atom 7 (H): 0.217, atom 8 (H): 0.158, atom 9 (C): 0.673, atom 10 (O): -0.648, atom 11 (N): -0.371, atom 12 (N): -0.386, atom 13 (H): 0.198, atom 14 (H): 0.126, atom 15 (H): 0.180, atom 16 (H): 0.228, atom 17 (C): 0.650, atom 18 (O): -0.655, atom 19 (N): -0.378, atom 20 (N): -0.370, atom 21 (H): 0.159, atom 22 (H): 0.221, atom 23 (H): 0.157, atom 24 (H): 0.220, atom 25 (C): -0.717, atom 26 (O): -0.382, atom 27 (C): -0.272, atom 28 (C): -0.701, atom 29 (N): -0.220, atom 30 (C): -0.208, atom 31 (C): -0.841, atom 32 (O): -0.360, atom 33 (C): -0.701, atom 34 (H): 0.254, atom 35 (H): 0.299, atom 36 (H): 0.305, atom 37 (H): 0.238, atom 38 (H): 0.307, atom 39 (H): 0.368, atom 40 (H): 0.306, atom 41 (H): 0.246, atom 42 (H): 0.302, atom 43 (H): 0.274, atom 44 (H): 0.384, atom 45 (H): 0.308, atom 46 (H): 0.244, atom 47 (H): 0.267, atom 48 (H): 0.303, atom 49 (C): -0.811, atom 50 (O): -0.224, atom 51 (C): -0.460, atom 52 (C): -1.049, atom 53 (N): -0.197, atom 54 (C): -0.336, atom 55 (C): -0.771, atom 56 (O): -0.367, atom 57 (C): -0.558, atom 58 (H): 0.224, atom 59 (H): 0.340, atom 60 (H): 0.342, atom 61 (H): 0.436, atom 62 (H): 0.350, atom 63 (H): 0.359, atom 64 (H): 0.409, atom 65 (H): 0.233, atom 66 (H): 0.340, atom 67 (H): 0.299, atom 68 (H): 0.361, atom 69 (H): 0.385, atom 70 (H): 0.195, atom 71 (H): 0.277, atom 72 (H): 0.218, atom 73 (C): -0.714, atom 74 (O): -0.388, atom 75 (C): -0.344, atom 76 (C): -0.538, atom 77 (N): -0.410, atom 78 (C): -0.864, atom 79 (C): -0.516, atom 80 (O): -0.173, atom 81 (C): -0.823, atom 82 (H): 0.291, atom 83 (H): 0.261, atom 84 (H): 0.319, atom 85 (H): 0.247, atom 86 (H): 0.355, atom 87 (H): 0.355, atom 88 (H): 0.278, atom 89 (H): 0.297, atom 90 (H): 0.350, atom 91 (H): 0.404, atom 92 (H): 0.354, atom 93 (H): 0.389, atom 94 (H): 0.252, atom 95 (H): 0.294, atom 96 (H): 0.323, atom 97 (C): -1.456, atom 98 (C): 0.320, atom 99 (C): -0.587

***

Entry 2:
C65H40Cl9N7OTi | ωB97M-V/def2-TZVPD

Structure (ORCA input):
```
! wB97M-V def2-TZVPD RIJCOSX def2/J DEFGRID3
* xyz -2 3
Ti 0.347 -0.386 0.389
Cl 8.913 0.784 -3.428
C 7.397 0.556 -2.582
C 6.231 1.065 -3.129
C 5.038 0.878 -2.452
C 4.993 0.185 -1.242
C 6.186 -0.302 -0.717
C 7.392 -0.125 -1.379
C 3.698 -0.017 -0.541
C 3.193 -1.279 -0.443
C 3.860 -2.453 -0.961
C 3.175 -3.525 -0.541
C 2.060 -3.045 0.245
C 1.168 -3.853 0.883
C 1.284 -5.324 0.752
C 2.373 -6.024 1.266
C 2.479 -7.400 1.132
C 1.470 -8.086 0.483
Cl 1.587 -9.825 0.312
C 0.367 -7.427 -0.033
C 0.283 -6.052 0.107
C 0.110 -3.353 1.680
N -0.200 -2.025 1.827
C -1.278 -2.006 2.688
C -1.988 -0.873 3.086
C -3.182 -1.082 3.933
C -3.231 -0.635 5.254
C -4.348 -0.838 6.049
C -5.437 -1.504 5.516
Cl -6.854 -1.768 6.512
C -5.427 -1.966 4.212
C -4.301 -1.749 3.434
C -1.629 0.458 2.785
C -2.297 1.585 3.278
C -1.615 2.697 2.799
C -0.549 2.214 2.035
N -0.554 0.832 1.989
C 0.440 3.024 1.421
C 1.588 2.505 0.834
C 2.767 3.260 0.588
C 3.699 2.388 0.089
C 3.079 1.127 0.003
N 1.788 1.183 0.489
C 0.293 4.490 1.466
C 0.251 5.212 0.268
C 0.126 6.591 0.255
C 0.037 7.265 1.461
Cl -0.132 9.009 1.462
C 0.079 6.589 2.667
C 0.209 5.209 2.660
C -1.591 -3.322 3.123
C -0.717 -4.166 2.480
N 2.029 -1.651 0.228
H 6.256 1.595 -4.072
H 4.120 1.278 -2.863
H 6.164 -0.831 0.228
H 8.316 -0.507 -0.968
H 4.754 -2.437 -1.560
H 3.388 -4.561 -0.738
H 3.149 -5.472 1.782
H 3.328 -7.935 1.534
H -0.408 -7.982 -0.542
H -0.572 -5.521 -0.289
H -2.370 -0.119 5.659
H -4.372 -0.493 7.073
H -6.288 -2.481 3.810
H -4.278 -2.107 2.412
H -3.173 1.575 3.904
H -1.853 3.732 2.971
H 2.890 4.305 0.817
H 4.716 2.597 -0.195
H 0.319 4.666 -0.663
H 0.092 7.137 -0.677
H 0.021 7.138 3.596
H 0.255 4.671 3.598
H -2.350 -3.583 3.839
H -0.643 -5.235 2.580
Cl 1.505 2.420 -2.171
C 1.268 0.866 -2.955
C 0.881 -0.236 -2.203
C 0.729 -1.391 -2.966
Cl 0.252 -2.891 -2.202
C 0.938 -1.467 -4.345
Cl 0.708 -2.939 -5.232
C 1.340 -0.331 -5.037
Cl 1.623 -0.388 -6.743
C 1.509 0.852 -4.331
Cl 2.022 2.271 -5.190
C -2.880 -2.602 -0.409
C -2.474 -1.171 -0.753
C -2.632 -0.876 -2.238
O -1.163 -0.941 -0.323
H -3.946 -2.744 -0.606
H -2.684 -2.810 0.640
H -2.320 -3.313 -1.016
H -3.117 -0.484 -0.178
H -2.148 -1.644 -2.843
H -2.193 0.088 -2.488
H -3.694 -0.853 -2.493
N -5.107 5.053 -3.105
C -6.359 5.613 -3.196
C -6.916 6.542 -4.064
C -8.241 6.880 -3.851
C -8.983 6.310 -2.808
C -8.422 5.386 -1.947
C -7.089 5.033 -2.143
N -6.295 4.151 -1.439
C -5.129 4.187 -2.033
C -3.946 3.421 -1.639
C -2.810 3.350 -2.447
C -1.723 2.620 -2.001
N -1.684 1.984 -0.830
C -2.777 2.045 -0.069
C -3.925 2.740 -0.427
H -4.306 5.259 -3.675
H -6.344 6.984 -4.870
H -8.716 7.599 -4.505
H -10.017 6.603 -2.678
H -8.988 4.944 -1.139
H -2.752 3.822 -3.420
H -0.833 2.543 -2.621
H -2.745 1.509 0.868
H -4.780 2.760 0.232
*
```

ΔE to the lowest compared entry with this formula, charge and spin ... 0.0 kcal per mole
Gap between HOMO and LUMO (alpha / beta) ... 0.1297 / 0.1969 Ha
E_HOMO (alpha / beta) ... -0.15 / -1.98 eV
Maximum force ... 0.873 eV Å⁻¹
⟨S²⟩ ... 2.03

Mulliken atomic charge list, values in e, 99 entries: atom 1 (Ti): -1.844, atom 2 (Cl): -0.267, atom 3 (C): 0.414, atom 4 (C): -1.080, atom 5 (C): 0.335, atom 6 (C): -0.652, atom 7 (C): 0.035, atom 8 (C): -0.955, atom 9 (C): 0.851, atom 10 (C): 0.691, atom 11 (C): -1.719, atom 12 (C): -1.671, atom 13 (C): 0.563, atom 14 (C): 0.774, atom 15 (C): -0.408, atom 16 (C): 0.120, atom 17 (C): -0.971, atom 18 (C): 0.414, atom 19 (Cl): -0.265, atom 20 (C): -1.026, atom 21 (C): -0.084, atom 22 (C): 0.465, atom 23 (N): 1.057, atom 24 (C): -0.053, atom 25 (C): 0.921, atom 26 (C): -0.132, atom 27 (C): -0.042, atom 28 (C): -0.997, atom 29 (C): 0.386, atom 30 (Cl): -0.269, atom 31 (C): -1.015, atom 32 (C): 0.092, atom 33 (C): -0.347, atom 34 (C): -1.649, atom 35 (C): -1.289, atom 36 (C): 0.564, atom 37 (N): 0.753, atom 38 (C): 0.242, atom 39 (C): -0.138, atom 40 (C): -1.430, atom 41 (C): -1.495, atom 42 (C): 0.212, atom 43 (N): 1.175, atom 44 (C): -0.154, atom 45 (C): 0.315, atom 46 (C): -1.211, atom 47 (C): 0.419, atom 48 (Cl): -0.272, atom 49 (C): -1.024, atom 50 (C): -0.133, atom 51 (C): -1.473, atom 52 (C): -1.538, atom 53 (N): 1.002, atom 54 (H): 0.428, atom 55 (H): 0.393, atom 56 (H): 0.463, atom 57 (H): 0.393, atom 58 (H): 0.616, atom 59 (H): 0.546, atom 60 (H): 0.474, atom 61 (H): 0.390, atom 62 (H): 0.413, atom 63 (H): 0.486, atom 64 (H): 0.499, atom 65 (H): 0.396, atom 66 (H): 0.413, atom 67 (H): 0.358, atom 68 (H): 0.571, atom 69 (H): 0.625, atom 70 (H): 0.508, atom 71 (H): 0.500, atom 72 (H): 0.344, atom 73 (H): 0.418, atom 74 (H): 0.405, atom 75 (H): 0.562, atom 76 (H): 0.485, atom 77 (H): 0.500, atom 78 (Cl): -0.067, atom 79 (C): 0.144, atom 80 (C): -0.690, atom 81 (C): 0.895, atom 82 (Cl): -0.089, atom 83 (C): 0.084, atom 84 (Cl): -0.243, atom 85 (C): 0.329, atom 86 (Cl): -0.258, atom 87 (C): 0.010, atom 88 (Cl): -0.204, atom 89 (C): -1.093, atom 90 (C): 0.702, atom 91 (C): -1.343, atom 92 (O): 1.034, atom 93 (H): 0.385, atom 94 (H): 0.198, atom 95 (H): 0.188, atom 96 (H): 0.040, atom 97 (H): 0.258, atom 98 (H): 0.053, atom 99 (H): 0.475

***

Look up the maximum force of the first one.
6.724 eV Å⁻¹

***

The lowest maximum force belongs to which entry?
C65H40Cl9N7OTi

***

maximum force of number 2 (C65H40Cl9N7OTi)?
0.873 eV Å⁻¹

***

Among the records above, which one has the highest maximum force?
C65H178N20O20